No. 1
Below is a 7-piece molecular cluster, C51H72F2N9O3S overall, with properties calculated with the ωB97M-V functional and the def2-TZVPD basis.

## Properties
E, Ha: -3302.245626
Total charge: +1
Highest occupied orbital energy, eV: -9.4

Last column: Mulliken charge in e.
Cartesian coordinates (Å):
C  -5.602620  -3.650519  -1.588826  -0.73
C  -5.330001  -3.808231  -0.009749  -0.67
C  -4.295004  -2.705607  0.591538  -0.36
C  -2.903864  -2.635247  -0.210323  0.00
C  -2.332044  -1.119527  -0.419468  0.30
C  -3.243560  -0.242782  -1.457492  -1.10
N  -4.488475  0.298218  -0.837025  0.03
C  -4.733697  1.739641  -1.169558  -0.89
C  -1.835634  -0.291965  0.861037  -0.58
C  -2.894586  0.308507  1.911776  1.13
C  -2.717039  1.933947  1.850164  -0.41
C  -3.990665  2.721452  2.458708  -0.83
C  -4.047310  2.651410  4.077004  0.37
C  -2.915359  2.061062  4.970789  -0.15
C  -3.028880  1.977817  6.551548  -0.60
C  -4.311719  2.490336  7.269864  -0.49
C  -5.467028  3.129882  6.399739  -0.44
C  -5.324556  3.209237  4.827771  -0.46
S  -0.422283  -1.351536  1.439670  -0.07
C  0.065328  -1.622125  -0.350276  0.71
C  1.567733  -2.008420  -0.718720  -0.55
C  2.045746  -3.313247  0.158565  -0.04
C  2.252327  -4.633687  -0.782265  -0.60
C  1.754236  -5.994324  -0.090082  -0.96
C  0.264088  -5.943633  0.515551  0.07
O  0.374112  -5.953815  1.965861  -0.35
C  -0.777552  -6.565633  2.595750  -0.23
C  -0.607765  -8.166519  2.846748  -0.96
N  -1.023365  -1.436571  -1.154951  0.48
N  -1.035348  -1.545642  -2.534043  -0.03
C  -0.754734  -2.908618  -3.013106  0.39
O  -0.698621  -3.943681  -2.320722  -0.27
F  -0.580542  -3.086958  -4.433715  -0.29
C  -0.220921  -0.514424  -3.206889  0.35
O  0.929954  -0.747969  -3.670291  -0.41
F  -0.693187  0.831534  -3.441033  -0.21
H  -6.587343  -4.166205  -1.924254  0.34
H  -5.574113  -2.573970  -1.981696  0.11
H  -4.764918  -4.234873  -2.147000  0.18
H  -4.955876  -4.891567  0.152797  0.27
H  -6.353638  -3.674623  0.515447  0.38
H  -4.829661  -1.706267  0.738663  0.26
H  -4.042861  -3.088720  1.660457  0.27
H  -2.158375  -3.313628  0.355313  -0.12
H  -2.954041  -3.079502  -1.282969  0.09
H  -2.656985  0.674298  -1.860052  0.03
H  -3.577544  -0.958185  -2.302521  0.24
H  -5.334921  -0.211712  -1.123473  0.34
H  -5.368627  1.788420  -2.130151  0.34
H  -5.408111  2.167869  -0.328230  0.23
H  -3.796684  2.394130  -1.201071  0.31
H  -1.290123  0.626824  0.403405  0.18
H  -2.544481  0.021664  2.979671  -0.66
H  -3.981455  -0.004626  1.725992  0.35
H  -2.560122  2.320557  0.780399  0.01
H  -1.800439  2.289993  2.462023  0.48
H  -4.083043  3.806563  2.103224  0.45
H  -4.925976  2.150556  2.078055  0.27
H  -1.941942  1.655221  4.525024  0.27
H  -2.195784  1.546645  7.208956  0.45
H  -4.457160  2.426226  8.412922  0.33
H  -6.427075  3.529395  6.907357  0.30
H  -6.193112  3.691059  4.256237  0.28
H  2.233674  -1.105890  -0.421422  0.36
H  1.723459  -2.321152  -1.818158  0.22
H  1.379109  -3.506785  1.068513  0.35
H  3.104389  -3.046471  0.546693  0.02
H  3.393231  -4.754532  -0.966878  0.33
H  1.788626  -4.470384  -1.820336  0.26
H  1.743873  -6.814304  -0.913319  0.34
H  2.472761  -6.384343  0.724913  0.31
H  -0.257748  -6.939452  0.223946  0.47
H  -0.358276  -5.080120  0.089153  -0.16
H  -1.777068  -6.349547  2.065310  0.18
H  -0.867329  -6.102039  3.654237  0.31
H  -0.902193  -8.769287  1.905673  0.26
H  0.463510  -8.436121  3.196719  0.25
H  -1.334492  -8.487684  3.684719  0.36
N  6.975023  -3.368563  1.932153  -0.01
C  7.622400  -4.020047  0.916403  -0.66
C  7.208275  -3.469914  -0.272527  -0.48
C  6.281048  -2.444639  0.037430  -0.06
C  6.158848  -2.402840  1.405760  -0.79
H  7.083087  -3.568006  2.914026  0.19
H  8.318986  -4.817770  1.126558  0.41
H  7.537567  -3.771429  -1.256264  0.39
H  5.760902  -1.806752  -0.662941  0.54
H  5.562458  -1.771886  2.048180  0.46
N  7.965906  1.755040  -1.537643  0.00
C  7.431751  2.038746  -2.766767  -0.57
C  7.372484  0.867869  -3.483718  -0.20
C  7.884259  -0.161083  -2.654403  -0.62
C  8.239832  0.415525  -1.458738  -0.52
H  8.130845  2.427077  -0.805305  0.19
H  7.142332  3.046503  -3.024976  0.41
H  7.000738  0.763627  -4.492843  0.46
H  7.981283  -1.207834  -2.904130  0.44
H  8.664139  -0.010415  -0.561713  0.42
N  6.207375  2.194079  -7.129726  0.03
C  5.972318  3.419511  -6.564338  -0.56
C  7.064633  4.215932  -6.808420  -0.35
C  7.990773  3.445156  -7.553468  -0.33
C  7.434158  2.203257  -7.739347  -0.54
H  5.576517  1.409122  -7.102358  0.19
H  5.050914  3.617596  -6.037209  0.39
H  7.183237  5.240549  -6.487211  0.40
H  8.957729  3.763814  -7.914598  0.40
H  7.804504  1.327075  -8.250275  0.37
N  -1.489445  -2.712913  8.366697  0.04
C  -1.205290  -2.355246  7.075843  -0.90
C  -2.157975  -1.453211  6.666700  0.30
C  -3.045726  -1.255278  7.752436  -0.80
C  -2.607130  -2.042972  8.788761  -0.59
H  -0.958529  -3.366454  8.920314  0.19
H  -0.353181  -2.773268  6.560784  0.40
H  -2.209157  -0.986419  5.693443  0.47
H  -3.910012  -0.607431  7.773813  0.48
H  -2.993407  -2.185229  9.786959  0.40
N  -0.801443  3.622315  -3.498731  0.11
C  -0.746435  4.851029  -4.100389  -0.94
C  -0.621049  5.800708  -3.115187  -0.06
C  -0.593534  5.119782  -1.873536  -0.79
C  -0.703710  3.776677  -2.140814  -0.08
H  -0.897794  2.743823  -3.978713  0.24
H  -0.802686  4.943701  -5.174656  0.40
H  -0.555224  6.867651  -3.271330  0.40
H  -0.502522  5.563025  -0.892408  0.41
H  -0.722232  2.919406  -1.483515  0.38
N  -1.246299  9.880402  -2.790817  0.02
C  -2.447177  10.078828  -3.419181  -0.53
C  -3.443050  9.948402  -2.481952  -0.36
C  -2.820522  9.666644  -1.240957  -0.32
C  -1.465054  9.633499  -1.461073  -0.57
H  -0.343242  9.912032  -3.236710  0.21
H  -2.489188  10.293655  -4.476495  0.38
H  -4.502485  10.046400  -2.668938  0.39
H  -3.309868  9.506480  -0.291186  0.40
H  -0.639245  9.454863  -0.788597  0.39

Forces on atoms 1 to 2 (eV/Å):
C 0.64 -0.98 -0.47
C -0.55 0.44 -0.48

=====

No. 2
Below is a single C2H8N3P molecule, with properties calculated with the ωB97M-V functional and the def2-TZVPD basis.

## Properties
SMILES string: CCNP(#N)N
E, Ha: -586.513151
ΔE to the lowest compared entry with this formula, charge and spin, kJ/mol: 266.57
Highest occupied orbital energy, eV: -9.3

Last column: Mulliken charge in e.
Cartesian coordinates (Å):
C  0.712147  -0.729111  1.484240  -1.16
C  -0.586992  -0.296832  0.859486  -0.40
N  1.910612  1.281955  -1.938416  -0.56
N  -0.586534  -0.236261  -1.987198  -0.56
N  -0.652483  1.079832  0.203537  -0.59
P  0.587684  0.873260  -1.321876  0.58
H  1.152428  0.126660  1.989208  0.31
H  0.505148  -1.509273  2.108397  0.39
H  1.482129  -0.908854  0.760203  0.34
H  -0.910639  -0.921161  -0.054626  0.40
H  -1.387995  -0.248796  1.585965  0.41
H  -0.363958  -0.256932  -2.957177  0.30
H  -1.441549  -0.078754  -1.607988  0.27
H  -0.419997  1.824267  0.876243  0.28

Forces on atoms 1 to 2 (eV/Å):
C 0.19 2.88 -1.58
C -1.24 0.64 -2.37

=====

No. 3
Below is C4H5ClO as an isolated structure, with properties calculated with the ωB97M-V functional and the def2-TZVPD basis.

## Properties
E, Ha: -690.687396
ΔE to the lowest compared entry with this formula, charge and spin, kJ/mol: 351.01
Highest occupied orbital energy, eV: -9.4

Last column: Mulliken charge in e.
Cartesian coordinates (Å):
C  1.940885  -0.845388  0.676834  -0.45
C  1.143448  -0.001461  0.068709  -0.14
C  -1.582407  1.076535  -0.483490  -0.38
C  -0.859697  -0.174280  -0.269593  0.38
O  -1.115584  0.252156  -1.531899  -0.35
Cl  -1.473924  -1.671283  0.343325  -0.18
H  2.950110  -0.799341  1.179766  0.25
H  1.558618  -1.882308  0.872956  0.15
H  1.133997  1.028534  -0.284462  0.22
H  -2.595324  0.988217  -0.245477  0.27
H  -1.100122  2.028619  -0.326670  0.24

Forces on atoms 1 to 2 (eV/Å):
C 0.02 -1.85 1.07
C -4.06 0.71 -0.42